Here is a cluster of 2 separate species, C2H9NOS2 in total from the Open Molecules 2025 dataset. Energies are from ωB97M-V/def2-TZVPD.

Each atom is followed by the atoms it is bonded to, with distances in Å.
Geometry (Å):
1 C -1.39 -1.74 0.91  S2 1.837, H4 1.094, H5 1.081, H6 1.096
2 S -0.37 -2.60 2.17  C1 1.837, S3 2.293
3 S -0.97 -1.34 3.99  S2 2.293, H7 1.340
4 H -2.33 -2.29 0.80  C1 1.094
5 H -1.41 -0.71 1.24  C1 1.081
6 H -0.86 -1.79 -0.04  C1 1.096
7 H -1.95 -2.13 4.45  S3 1.340
8 N 0.63 0.99 -2.33  C9 1.444, H11 0.998, H12 1.000
9 C 1.50 2.02 -1.80  N8 1.444, O10 1.389, H13 1.107, H14 1.095
10 O 2.12 1.65 -0.61  C9 1.389, H15 0.967
11 H 0.37 0.25 -1.71  N8 0.998
12 H -0.14 1.37 -2.84  N8 1.000
13 H 0.94 2.96 -1.66  C9 1.107
14 H 2.33 2.27 -2.47  C9 1.095
15 H 1.53 1.08 -0.09  O10 0.967

total charge	-1
expectation value of S²	0.75
LUMO (spin up / spin down)	3.10 / 3.09	eV
energy relative to the best compared isomer or geometry (same formula, charge and spin)	0.2972	eV
multiplicity	2
HOMO (spin up / spin down)	-0.485 / -3.580	eV